Entry 1:
C24H34GeN2O4RhSe3 | ωB97M-V/def2-TZVPD

Last column: Löwdin charge in e.
Cartesian coordinates (Å):
Rh: -0.5383 -0.5819 0.3002  0.566
O: -0.7144 -0.9034 2.4233  -0.213
C: -1.8998 -0.8854 2.9294  -0.407
C: -2.3103 -1.9246 3.7962  -0.051
C: -3.5280 -1.9065 4.4315  -0.111
C: -4.4202 -0.8550 4.2136  -0.131
C: -4.0872 0.1393 3.3276  -0.070
C: -2.8531 0.1626 2.6572  -0.187
C: -2.6173 1.1674 1.6881  -0.123
N: -1.5573 1.2323 0.9131  -0.150
N: -1.4511 2.2564 0.0596  0.043
C: -0.7150 2.0350 -1.0052  -0.542
O: -0.2483 0.8893 -1.3331  -0.260
C: -0.4331 3.1918 -1.8758  -0.145
C: -1.4041 4.1660 -2.1005  -0.034
C: -1.1628 5.2011 -2.9852  -0.098
C: 0.0583 5.2874 -3.6405  -0.109
C: 1.0447 4.3469 -3.3821  -0.091
C: 0.7991 3.2999 -2.5154  -0.029
H: -1.6154 -2.7349 3.9743  0.105
H: -3.8051 -2.7192 5.0921  0.094
H: -5.3728 -0.8470 4.7254  0.085
H: -4.7910 0.9310 3.1077  0.101
H: -3.4122 1.8956 1.5125  0.119
H: -2.3507 4.0801 -1.5907  0.103
H: -1.9290 5.9445 -3.1653  0.094
H: 0.2447 6.0887 -4.3434  0.091
H: 2.0144 4.4310 -3.8562  0.095
H: 1.5569 2.5557 -2.3176  0.080
O: -2.9845 -4.3434 -2.4503  -0.076
C: -1.7585 -4.1990 -1.7830  -0.288
C: -1.8983 -4.2276 -0.2463  -0.568
C: -2.4394 -5.6294 0.1212  -0.236
O: -2.7813 -5.7930 1.4745  -0.050
C: -2.9303 -3.2040 0.2365  -0.470
Se: -2.8744 -1.4208 -0.6180  0.827
C: -0.5398 -4.0342 0.4405  -0.522
Se: 0.6840 -2.6196 -0.2363  0.559
H: -3.4801 -3.5252 -2.3037  0.044
H: -1.2673 -3.2597 -2.0775  0.062
H: -1.1319 -5.0353 -2.1077  0.132
H: -1.6950 -6.3887 -0.1703  0.126
H: -3.3580 -5.8157 -0.4430  0.126
H: -2.0436 -5.4843 2.0125  0.081
H: -2.8363 -3.0313 1.3108  0.054
H: -3.9401 -3.5744 0.0470  0.066
H: 0.0463 -4.9553 0.3624  0.053
H: -0.6728 -3.7840 1.4994  0.048
C: 6.7202 1.4741 -1.0459  -0.229
Ge: 4.7166 1.5934 -0.9643  0.777
C: 4.2464 3.5049 -0.6974  -0.225
C: 3.9291 0.7772 -2.5893  -0.212
C: 3.9042 0.6048 0.5616  -0.547
Se: 1.9593 1.0001 0.4600  0.906
C: 1.6971 1.7072 2.2589  -0.368
H: 7.0739 2.0612 -1.8901  0.004
H: 7.0527 0.4492 -1.1824  0.003
H: 7.1804 1.8701 -0.1443  0.004
H: 4.3835 4.0944 -1.5982  0.009
H: 4.8558 3.9406 0.0907  0.011
H: 3.2039 3.5679 -0.4008  -0.015
H: 3.9274 1.4411 -3.4490  0.013
H: 2.9023 0.4994 -2.3641  0.000
H: 4.4633 -0.1288 -2.8627  0.015
H: 4.2747 0.9075 1.5361  0.010
H: 4.0179 -0.4714 0.4560  0.004
H: 2.2820 2.6185 2.3932  0.019
H: 1.9767 0.9474 2.9853  0.025
H: 0.6332 1.9212 2.3355  0.005

Forces on the atoms, in the same order (eV/Å):
Rh 0.22 -0.44 -0.08
O -0.03 -0.23 -0.08
C -0.23 0.44 0.04
C 0.00 -0.06 0.27
C -0.01 0.06 -0.09
C -0.31 -0.16 0.23
C 0.27 0.12 -0.25
C 0.09 -1.29 0.64
C 1.26 1.04 -1.62
N -1.36 -0.83 1.37
N -0.31 2.04 -0.67
C -0.35 -1.16 0.75
O -0.11 0.30 -0.47
C -0.05 0.39 -0.34
C 0.10 -0.16 0.02
C 0.06 0.11 -0.09
C 0.01 0.09 0.04
C 0.08 0.14 -0.10
C -0.15 -0.19 0.14
H 0.12 0.00 -0.04
H 0.02 -0.01 0.04
H -0.07 0.05 -0.03
H -0.10 0.11 0.03
H 0.16 0.20 0.11
H -0.08 -0.01 0.08
H -0.02 0.01 -0.03
H 0.01 0.06 0.00
H 0.01 0.00 -0.07
H 0.00 -0.10 -0.01
O -0.70 0.02 -0.18
C 0.59 0.20 0.36
C 0.01 -0.25 -0.24
C 0.08 0.03 -0.49
O -0.05 0.08 0.57
C -0.36 0.33 -0.05
Se 0.59 -0.34 0.37
C 0.35 0.23 -0.14
Se -0.04 -0.51 -0.06
H 0.02 -0.07 -0.12
H 0.00 -0.33 0.08
H 0.06 0.08 0.04
H -0.05 0.15 -0.09
H 0.15 0.02 0.00
H -0.02 -0.02 0.01
H 0.03 0.01 -0.11
H 0.09 -0.05 0.03
H -0.11 0.02 0.03
H -0.04 -0.10 -0.10
C -0.69 -0.02 0.03
Ge 0.27 0.14 0.16
C 0.07 -0.51 -0.11
C 0.13 0.22 0.41
C -0.22 0.14 -0.46
Se 0.44 0.07 0.40
C 0.19 -0.05 -0.11
H 0.02 0.07 -0.12
H 0.01 -0.15 -0.01
H -0.02 0.05 0.13
H 0.05 0.05 -0.18
H 0.13 -0.02 0.10
H -0.14 0.02 0.00
H 0.02 0.15 -0.05
H -0.19 -0.01 -0.05
H 0.13 -0.10 0.04
H 0.04 0.09 0.07
H 0.08 -0.06 0.04
H -0.05 -0.08 -0.01
H -0.07 0.03 0.03
H 0.00 -0.02 0.02

**E_LUMO (spin up / spin down)**: 2.45 / 0.49 eV
**HOMO-LUMO gap (spin up / spin down)**: 6.12 / 4.81 eV
**2S+1**: 5
**Net charge**: -1
**HOMO level (spin up / spin down)**: -3.67 / -4.32 eV
**Energy above the lowest of the compared OMol25 structures with the same formula, charge and spin**: 2.9 kcal per mole
**<S²>**: 6.025
**Strongest force on any atom**: 2.30 eV/A

---

Entry 2:
C9H11O | ωB97M-V/def2-TZVPD

Last column: Löwdin charge in e.
Cartesian coordinates (Å):
C: -2.8868 -1.1295 -0.2234  -0.030
C: -3.4028 0.1307 0.0435  0.012
C: -1.5650 -1.5377 -0.4090  0.005
C: -2.6794 1.3548 0.1232  0.019
C: -0.3934 -0.7983 -0.2976  0.066
C: -1.3315 1.4702 0.2666  0.059
C: -0.2570 0.5821 0.0204  -0.270
C: 3.6797 -0.0612 0.7472  -0.094
C: 4.0611 -0.0700 -0.5225  -0.060
O: 0.9103 1.1346 -0.0038  0.136
H: -3.5775 -1.8626 -0.4910  0.103
H: -4.4843 0.0669 0.3054  0.142
H: -1.5697 -2.6360 -0.3671  0.139
H: -3.3527 2.2007 0.2924  0.137
H: 0.6627 -1.2065 -0.5155  0.160
H: -0.9253 2.4045 0.5313  0.126
H: 1.5862 0.4289 -0.1285  0.083
H: 3.7546 -1.0559 1.3577  0.099
H: 3.2915 0.7781 1.3233  0.057
H: 4.3741 -1.0135 -1.0468  0.090
H: 4.1053 0.8197 -1.0060  0.021

Forces on the atoms, in the same order (eV/Å):
C 0.54 2.29 -0.52
C -0.12 -0.94 0.09
C 0.79 -0.27 1.37
C -1.35 -1.24 1.13
C 1.51 -0.09 -0.43
C 0.43 0.00 -0.46
C -2.41 -1.28 -0.85
C -0.07 -2.82 1.69
C -0.01 -2.88 1.03
O 1.08 -0.25 0.27
H -1.27 -1.27 0.36
H 0.82 0.79 -0.66
H 0.93 0.40 -0.91
H 0.73 0.10 -0.08
H -2.02 -0.26 0.43
H 0.07 1.40 0.17
H 0.39 0.61 0.05
H -0.33 1.93 -1.14
H 0.45 0.13 -0.34
H -0.21 1.19 0.67
H 0.08 2.44 -1.89

**E_LUMO**: -5.34 eV
**HOMO-LUMO gap**: 8.35 eV
**Net charge**: +1
**HOMO level**: -13.69 eV
**Energy above the lowest of the compared OMol25 structures with the same formula, charge and spin**: 33.2 kcal per mole
**Strongest force on any atom**: 3.29 eV/A

---

Entry 3:
H40O20 | ωB97M-V/def2-TZVPD

Last column: Löwdin charge in e.
Cartesian coordinates (Å):
O: 0.9650 1.8032 -1.2334  -0.055
H: 1.0605 0.9433 -1.6487  0.014
H: 0.5044 2.4278 -1.8254  0.003
O: 4.5632 -1.8703 2.5469  -0.070
H: 4.8060 -2.2463 3.3973  0.044
H: 3.8359 -1.2803 2.8017  -0.024
O: 1.5319 -2.4879 -4.4537  -0.054
H: 2.0255 -1.7053 -4.1797  0.006
H: 1.4982 -2.4795 -5.4173  0.045
O: 2.3078 -1.5020 -0.9988  -0.027
H: 2.4708 -1.1087 -0.1309  0.013
H: 2.4966 -2.4343 -0.8484  0.066
O: -2.9027 3.6338 3.1836  -0.052
H: -3.8267 3.7533 2.9328  0.043
H: -2.4786 4.4269 2.8422  0.041
O: -1.2758 1.0281 3.4013  -0.037
H: -2.1081 1.4316 3.6307  0.027
H: -0.7135 1.0403 4.1834  0.057
O: -0.3578 -1.7380 2.3537  -0.052
H: -1.2060 -1.9603 1.9692  0.043
H: -0.4280 -0.8669 2.7498  -0.004
O: 3.4909 0.2186 -3.2691  -0.041
H: 3.0041 0.0210 -2.4604  0.008
H: 3.8046 1.1230 -3.3284  0.068
O: 2.9484 -0.0691 1.6221  -0.046
H: 3.4643 -0.5469 0.9789  0.030
H: 3.4834 0.4570 2.2233  0.078
O: -4.2857 2.1047 0.1836  -0.082
H: -3.5434 2.1147 -0.4447  0.003
H: -4.0252 1.2720 0.6049  0.025
O: -3.9483 -0.4064 -1.8183  -0.050
H: -4.0521 -1.3683 -1.8226  0.040
H: -4.8800 -0.1928 -1.8662  0.053
O: 1.2106 1.1120 -4.5847  -0.068
H: 1.8596 0.6309 -4.0376  -0.027
H: 0.3282 0.9682 -4.2206  0.028
O: -0.7522 3.5304 -2.3666  -0.051
H: -0.2109 4.3351 -2.3467  0.087
H: -1.4176 3.8544 -2.9985  0.075
O: -1.1956 1.0271 0.4373  -0.062
H: -0.5357 1.1231 1.1325  0.004
H: -0.6349 0.9548 -0.3554  0.005
O: 0.0622 -3.3494 -1.1418  -0.038
H: 0.0844 -3.2370 -2.0909  0.039
H: 0.0609 -2.5093 -0.6979  0.021
O: 2.0798 -1.0161 4.0724  -0.059
H: 1.6093 -1.7549 4.4568  0.043
H: 1.8546 -0.9918 3.1310  0.000
O: 0.7638 3.9552 2.4322  -0.052
H: 0.1091 3.2482 2.3935  0.010
H: 1.3692 3.7506 3.1448  0.028
O: -2.8011 -3.7455 -0.8373  -0.069
H: -1.9616 -3.7550 -0.3522  0.008
H: -2.4793 -3.4539 -1.6974  0.021
O: -2.9949 1.7530 -2.7815  -0.056
H: -2.2852 2.4015 -2.8173  -0.013
H: -2.7245 0.8416 -2.9161  0.021
O: 0.4439 -4.3360 3.2910  -0.060
H: 0.3564 -4.2287 2.3372  0.021
H: -0.4281 -4.6447 3.5540  0.034

Forces on the atoms, in the same order (eV/Å):
O 0.30 0.07 0.32
H -0.06 0.17 -0.41
H 0.11 -0.83 0.01
O 0.05 0.13 0.38
H 0.22 -0.27 -0.05
H 0.13 -0.56 0.00
O -0.16 -0.10 0.22
H 0.07 -0.08 -0.30
H 0.10 0.19 0.20
O 0.22 0.41 0.34
H -0.59 0.01 -0.37
H -0.09 -0.20 -0.29
O -0.24 0.12 0.12
H 0.07 -0.20 -0.08
H 0.20 -0.06 0.00
O 1.02 -0.54 -0.21
H -0.41 0.52 0.09
H -0.25 0.13 0.11
O 0.67 -0.42 -0.16
H -0.29 0.40 0.03
H -0.61 0.31 -0.10
O -0.18 -0.79 -0.62
H 0.50 0.35 0.40
H -0.20 0.15 0.55
O -1.57 0.51 -0.02
H 1.27 0.26 0.39
H 0.43 0.03 -0.51
O 0.70 -0.60 -0.09
H -0.31 0.46 -0.26
H -0.39 0.12 0.31
O -0.32 -1.29 -0.05
H 0.64 -0.14 0.21
H -0.31 0.97 -0.01
O -0.20 -0.01 0.04
H -0.23 0.21 -0.28
H 0.28 -0.08 -0.03
O -0.27 1.44 -0.76
H 0.27 -0.24 0.43
H 0.10 -0.32 0.09
O 0.19 -0.34 -0.35
H -0.22 0.03 0.18
H -0.30 0.37 0.35
O -0.20 -1.23 0.46
H 0.19 0.45 -0.30
H 0.20 0.84 -0.16
O 0.21 0.57 -0.05
H -0.22 -0.38 -0.14
H -0.17 -0.25 0.17
O -0.19 0.22 -0.30
H 0.08 -0.07 0.15
H -0.02 -0.19 0.16
O 0.24 0.22 0.05
H -0.22 -0.16 -0.09
H -0.17 -0.12 -0.08
O -0.57 0.98 -0.11
H 0.10 -1.12 0.05
H 0.31 0.14 0.17
O -0.03 -0.33 -0.06
H 0.17 0.18 0.08
H 0.01 0.00 0.15

**E_LUMO**: -0.13 eV
**HOMO-LUMO gap**: 10.31 eV
**HOMO level**: -10.44 eV
**Energy above the lowest of the compared OMol25 structures with the same formula, charge and spin**: 89.3 kcal per mole
**Strongest force on any atom**: 1.65 eV/A

---

Entry 4:
C9H7N3O2 | ωB97M-V/def2-TZVPD

Last column: Löwdin charge in e.
Cartesian coordinates (Å):
C: 0.5406 0.9034 0.2739  0.045
C: -0.2766 -0.3820 -0.0746  -0.270
C: -0.0871 -1.0061 -1.4148  0.026
C: -1.6510 -0.4612 0.5965  -0.139
C: -2.8913 -0.8019 0.0481  -0.143
N: -3.8812 -0.9123 -0.5152  0.207
C: -1.7676 0.5843 1.9285  -0.362
O: -2.4008 1.5956 2.0006  0.143
N: -0.9732 -0.0036 2.8652  0.184
C: -0.1637 -1.0444 2.4811  -0.376
O: 0.7172 -1.4297 3.2056  0.150
C: -0.5424 -1.3538 1.0486  -0.238
C: -0.5343 -2.7046 0.7411  -0.167
N: -0.7183 -3.7956 0.4760  0.231
H: 0.9704 0.7551 1.2010  0.057
H: -0.1271 1.7365 0.3260  0.090
H: 1.3943 1.0783 -0.3490  0.089
H: 0.0889 -2.0545 -1.2658  0.081
H: 0.7498 -0.6529 -1.8887  0.069
H: -0.9272 -0.9501 -1.9915  0.074
H: -0.9277 0.7394 3.6877  0.249

Forces on the atoms, in the same order (eV/Å):
C -1.16 -1.33 -1.17
C 0.19 1.88 0.64
C 0.16 -1.31 2.18
C 1.00 2.19 2.63
C -0.20 -0.03 -0.96
N -0.59 -0.30 -0.08
C -0.45 -1.73 -2.92
O 0.37 -0.51 0.10
N -1.50 4.14 2.42
C 1.12 1.22 1.11
O -0.33 -0.78 -1.02
C 0.50 0.18 1.12
C -0.55 -1.14 -0.02
N 0.14 -1.36 -0.32
H 0.82 -0.08 2.21
H -0.14 0.73 -0.23
H 0.08 0.07 -0.88
H 0.12 -0.64 -0.20
H 1.88 1.20 -1.25
H -2.20 0.46 -1.77
H 0.75 -2.86 -1.59

**SMILES**: CC1(C)[C@]2(C#N)C(=O)NC(=O)[C@]12C#N
**E_LUMO**: -0.02 eV
**HOMO-LUMO gap**: 10.89 eV
**HOMO level**: -10.91 eV
**Energy above the lowest of the compared OMol25 structures with the same formula, charge and spin**: 0.0 kcal per mole
**Strongest force on any atom**: 5.02 eV/A

---

Entry 5:
C14H14N2O3S | ωB97M-V/def2-TZVPD

Last column: Löwdin charge in e.
Cartesian coordinates (Å):
C: -5.4355 -0.8275 -0.8722  -0.005
C: -4.1371 -1.1587 -0.2335  -0.269
N: -3.9692 -2.4258 0.1648  0.176
C: -3.1305 -0.2200 -0.0463  -0.113
C: -1.9624 -0.6905 0.5791  -0.192
N: -1.0907 -1.2192 1.1149  0.191
C: -3.2761 1.1626 -0.4613  -0.334
O: -4.2868 1.6141 -0.9678  0.064
C: -2.1071 2.1130 -0.2193  -0.062
O: -0.8532 1.4703 -0.0829  -0.058
C: -0.1285 1.7452 1.0075  -0.576
O: -0.4646 2.5065 1.8729  0.125
C: 1.1432 0.9410 1.0144  -0.356
S: 2.0225 1.2080 -0.5633  0.987
C: 3.5384 0.3210 -0.3272  -0.529
C: 4.5328 0.5465 -1.2760  -0.126
C: 5.7442 -0.1078 -1.1800  -0.090
C: 5.9791 -0.9902 -0.1367  -0.098
C: 4.9885 -1.2155 0.8020  -0.087
C: 3.7674 -0.5682 0.7126  -0.098
H: -6.0702 -1.7080 -0.9450  0.083
H: -5.2705 -0.4076 -1.8630  0.101
H: -5.9451 -0.0523 -0.3018  0.102
H: -4.6949 -3.1081 0.0306  0.117
H: -3.1081 -2.7095 0.6057  0.102
H: -2.3179 2.6925 0.6913  0.144
H: -2.0560 2.8072 -1.0647  0.150
H: 1.7744 1.2550 1.8447  0.101
H: 0.8656 -0.1141 1.0908  0.052
H: 4.3403 1.2383 -2.0817  0.098
H: 6.5100 0.0746 -1.9192  0.103
H: 6.9280 -1.4986 -0.0577  0.099
H: 5.1604 -1.9044 1.6161  0.103
H: 3.0094 -0.7699 1.4521  0.095

Forces on the atoms, in the same order (eV/Å):
C -0.24 0.00 -0.10
C 0.20 -0.12 0.13
N -0.05 0.16 -0.06
C -0.57 -0.01 -0.28
C 0.31 -0.43 0.33
N 0.01 -0.32 0.15
C 0.31 0.08 -0.03
O 0.13 0.17 0.04
C -0.40 0.68 0.07
O -0.14 -0.02 -0.56
C 0.39 0.12 0.54
O 0.00 -0.06 -0.05
C 0.40 -0.10 -0.35
S -0.02 -0.02 0.02
C -0.31 0.16 0.10
C -0.11 0.01 0.04
C 0.02 -0.01 -0.04
C 0.07 -0.07 0.04
C 0.09 -0.07 0.03
C -0.03 0.03 0.00
H -0.01 -0.07 0.01
H -0.03 -0.01 0.03
H 0.00 -0.02 -0.03
H 0.05 0.08 0.00
H 0.03 -0.05 0.03
H -0.03 -0.12 -0.24
H -0.05 -0.16 0.13
H -0.17 -0.01 -0.01
H 0.04 0.16 0.12
H 0.04 0.10 -0.12
H 0.06 0.02 -0.06
H 0.08 -0.04 0.01
H 0.03 -0.06 0.06
H -0.09 0.00 0.06

**SMILES**: C/C(N)=C(/C#N)C(=O)COC(=O)CSc1ccccc1
**E_LUMO**: 0.37 eV
**HOMO-LUMO gap**: 8.44 eV
**HOMO level**: -8.07 eV
**Energy above the lowest of the compared OMol25 structures with the same formula, charge and spin**: 34.0 kcal per mole
**Strongest force on any atom**: 0.79 eV/A

---

Entry 6:
C3H3N2 | ωB97M-V/def2-TZVPD

Last column: Löwdin charge in e.
Cartesian coordinates (Å):
N: -2.2182 0.0795 0.0635  0.319
C: -1.0808 -0.2223 0.1020  -0.054
C: 0.1566 -0.5105 -0.3682  -0.029
C: 1.0733 0.5687 -0.2480  0.055
N: 1.6050 -0.4742 0.2099  0.222
H: -3.1448 -0.1947 -0.1107  0.125
H: 1.2862 1.6686 -0.3873  0.193
H: 2.3227 -0.9150 0.7388  0.169

Forces on the atoms, in the same order (eV/Å):
N 2.47 -0.26 1.19
C -2.62 -0.36 -0.05
C 1.37 1.13 -0.45
C 0.93 1.19 -1.16
N -1.31 0.07 0.01
H -1.24 -0.15 -0.47
H -0.17 -1.37 0.27
H 0.57 -0.26 0.67

**SMILES**: [NH+]#CC1=CN1
**E_LUMO**: -5.32 eV
**HOMO-LUMO gap**: 8.92 eV
**Net charge**: +1
**HOMO level**: -14.23 eV
**Energy above the lowest of the compared OMol25 structures with the same formula, charge and spin**: 65.0 kcal per mole
**Strongest force on any atom**: 2.75 eV/A